No. 1
5 unconnected molecules or ions with the total composition C14H38NO6PS4 at a distorted geometry, computed with the ωB97M-V functional and the def2-TZVPD basis.

```
! RIJCOSX wB97M-V def2-TZVPD def2/J DEFGRID3
* xyz 0 1
C -1.32 2.33 -0.15
C -1.32 1.26 -1.21
N -0.50 0.30 -1.17
C -2.29 1.36 -2.33
P -1.87 2.73 -3.50
O -0.30 2.34 -3.85
C 0.65 3.40 -3.82
C 1.73 3.22 -2.77
C 2.30 1.82 -2.77
O 1.29 3.56 -1.46
H -0.32 2.47 0.23
H -1.93 1.98 0.68
H -1.68 3.29 -0.50
H 0.09 0.40 -0.35
H -3.30 1.48 -1.95
H -2.21 0.44 -2.88
H -1.83 3.84 -2.60
H 0.18 4.38 -3.70
H 1.14 3.42 -4.79
H 2.53 3.90 -3.05
H 3.35 1.83 -2.96
H 1.86 1.22 -3.56
H 2.12 1.33 -1.83
H 1.17 4.52 -1.41
C 7.07 1.67 -1.43
S 6.07 0.21 -1.11
O 4.77 0.40 -1.80
C 5.80 0.53 0.63
H 7.31 1.69 -2.48
H 6.50 2.57 -1.17
H 7.98 1.62 -0.84
H 5.31 1.50 0.75
H 6.75 0.52 1.16
H 5.16 -0.25 1.02
C -4.66 -1.02 2.36
S -3.82 -0.46 0.87
O -4.39 0.87 0.52
C -4.58 -1.66 -0.23
H -4.36 -0.37 3.18
H -5.74 -0.96 2.22
H -4.36 -2.04 2.59
H -5.66 -1.56 -0.20
H -4.28 -2.67 0.07
H -4.22 -1.47 -1.24
C -4.83 -1.09 6.99
S -6.19 -2.21 6.63
O -5.84 -2.94 5.39
C -7.37 -0.93 6.17
H -3.97 -1.69 7.26
H -4.61 -0.49 6.11
H -5.11 -0.44 7.83
H -6.97 -0.35 5.34
H -7.57 -0.29 7.03
H -8.29 -1.42 5.86
C 4.34 -5.76 -1.87
S 5.42 -4.35 -2.18
O 6.39 -4.29 -1.05
C 4.18 -3.09 -1.86
H 4.94 -6.66 -1.97
H 3.93 -5.70 -0.86
H 3.54 -5.76 -2.61
H 3.78 -3.21 -0.85
H 3.37 -3.17 -2.60
H 4.65 -2.12 -1.96
*
```

The total energy comes out at -81535.05042 eV. As for the gap between HOMO and LUMO: 8.58 eV.

No. 2
A molecular structure, C14H38NiO22P4 at a distorted geometry, computed with the ωB97M-V functional and the def2-TZVPD basis.

```
! RIJCOSX wB97M-V def2-TZVPD def2/J DEFGRID3
* xyz 1 4
Ni -0.06 0.54 0.40
O -1.46 -0.13 4.37
C -0.42 0.43 3.75
O -0.32 0.42 2.49
O 0.27 0.94 4.53
H -1.16 0.50 5.03
O -0.73 4.30 1.41
C -1.31 3.36 0.74
O -0.66 2.53 0.06
O -2.55 3.36 0.78
H -1.51 4.67 1.83
C -2.88 -2.85 1.18
O -3.78 -2.05 0.39
P -3.65 -0.45 0.35
O -2.22 -0.01 0.25
O -4.47 0.18 -0.97
C -5.45 1.19 -0.84
O -4.54 0.04 1.66
C -3.84 0.71 2.68
H -2.77 -2.32 2.13
H -1.86 -2.87 0.78
H -3.34 -3.84 1.28
H -5.03 2.12 -0.45
H -6.31 0.86 -0.26
H -5.58 1.34 -1.91
H -4.26 1.71 2.82
H -2.76 0.83 2.60
H -3.87 0.09 3.58
C 1.89 3.97 -1.09
O 2.52 3.48 0.04
P 3.05 1.94 0.06
O 1.95 0.96 0.17
O 4.00 1.77 -1.26
C 4.94 2.72 -1.55
O 4.15 2.04 1.21
C 3.89 2.25 2.54
H 0.86 4.15 -0.77
H 1.94 3.43 -2.04
H 2.42 4.92 -1.16
H 5.78 2.15 -1.95
H 5.45 3.03 -0.64
H 4.48 3.24 -2.38
H 4.43 3.09 2.99
H 4.09 1.35 3.13
H 2.93 2.76 2.57
C 0.06 -4.42 -0.49
O 0.66 -4.05 0.72
P 1.51 -2.62 0.94
O 0.83 -1.40 0.46
O 2.04 -2.54 2.53
C 2.42 -1.32 3.11
O 2.90 -2.98 0.10
C 3.61 -4.17 0.52
H 0.71 -5.24 -0.79
H 0.13 -3.61 -1.22
H -0.93 -4.88 -0.38
H 2.19 -0.37 2.62
H 3.50 -1.39 3.21
H 2.00 -1.24 4.12
H 3.94 -4.73 -0.36
H 3.11 -4.75 1.29
H 4.47 -3.75 1.04
C -2.32 1.46 -3.04
O -1.77 0.43 -3.87
P -0.63 -0.56 -3.20
O -0.29 -0.21 -1.80
O -1.15 -2.13 -3.34
C -2.58 -2.45 -3.50
O 0.60 -0.31 -4.25
C 2.00 -0.68 -3.97
H -1.84 2.43 -3.18
H -2.31 1.17 -1.99
H -3.40 1.46 -3.19
H -3.07 -2.12 -4.42
H -3.14 -2.20 -2.60
H -2.72 -3.53 -3.59
H 2.59 0.17 -4.31
H 2.20 -1.51 -4.66
H 2.44 -0.85 -2.99
*
```

The total energy comes out at -138376.88378 eV. As for the gap between HOMO and LUMO (alpha / beta): 9.40 / 3.88 eV.